No. 1
{"formula": "C4H13N2O2", "method": "ωB97M-V/def2-TZVPD", "homo_lumo_gap_ha": 0.418, "e_lumo_ev": -2.9, "charge": 1, "e_above_lowest_ev": 1.6388, "homo_ev": -14.271, "spin_multiplicity": 1, "elements": ["O", "C", "N", "C", "N", "C", "C", "H", "H", "H", "H", "H", "H", "H", "H", "H", "H", "H", "H", "H", "O"], "positions_angstrom": [[0.744798, 0.128084, -1.883546], [0.818548, 0.795231, -0.859293], [1.592856, 1.847704, -0.616913], [-0.389780, 0.686703, 0.032520], [-1.052213, -0.664154, -0.256912], [-2.459710, -0.808041, 0.253680], [-0.368732, 0.870838, 1.549107], [2.428756, 2.123374, -1.112638], [1.510679, 2.418846, 0.210364], [-1.178937, 1.428650, -0.243697], [-1.205957, -0.835197, -1.251864], [-0.350722, -1.379231, -0.021240], [-3.023890, -1.408944, -0.459453], [-2.511672, -1.239485, 1.241292], [-2.856254, 0.212690, 0.333922], [-0.927964, 1.697582, 1.964931], [-0.989035, 0.111789, 2.063403], [0.668463, 0.938724, 1.888405], [1.547797, -2.917791, 0.509127], [1.751630, -2.112126, 1.809374], [1.213241, -2.164812, 1.000686]], "forces_ev_per_angstrom": [[1.2, -0.1, 0.6], [-1.6, 0.4, -1.6], [1.3, 0.9, 0.8], [-3.1, 0.0, 1.2], [-0.2, 0.0, -0.7], [0.2, 0.5, 0.5], [0.3, -0.6, 0.8], [-0.2, -0.6, -0.7], [-0.4, -0.4, 0.2], [0.9, -0.5, -0.8], [0.9, 0.8, -0.3], [-0.3, -0.2, 0.8], [0.0, 0.1, 0.2], [0.2, -0.3, 0.1], [-0.1, -0.4, -0.3], [0.2, 1.0, -0.7], [1.1, -0.4, -0.3], [-0.3, -0.4, 0.5], [0.2, -0.2, 0.0], [-0.3, -0.1, -0.4], [0.0, 0.3, 0.3]], "lowdin_charge": [0.078, -0.499, 0.216, -0.225, 0.026, 0.020, -0.029, 0.139, 0.120, 0.170, 0.165, 0.133, 0.111, 0.096, 0.112, 0.089, 0.088, 0.092, 0.062, 0.075, -0.037]}



No. 2
{"formula": "C4H13N2O3", "method": "ωB97M-V/def2-TZVPD", "homo_lumo_gap_ha": 0.400, "e_lumo_ev": -3.0, "charge": 1, "e_above_lowest_ev": 0.9712, "homo_ev": -13.865, "spin_multiplicity": 1, "elements": ["N", "C", "C", "N", "C", "C", "O", "O", "H", "H", "H", "H", "H", "H", "H", "H", "H", "H", "H", "H", "H", "O"], "positions_angstrom": [[1.383222, -1.531800, -1.418151], [1.263464, -0.294178, -0.610933], [0.212486, 0.584708, -1.308925], [-0.313859, 1.593419, -0.615169], [-0.068566, 1.987086, 0.820854], [-1.137577, 1.453292, 1.778485], [-1.264432, 0.056748, 1.533086], [-0.107496, 0.192291, -2.429965], [1.011603, -2.395913, -0.992921], [2.287669, -1.801045, -1.789487], [0.757955, -1.378496, -2.287826], [0.895112, -0.546036, 0.379338], [2.214798, 0.278283, -0.558386], [-0.775476, 2.358928, -1.147760], [0.909654, 1.597737, 1.037599], [0.046966, 3.083200, 0.806799], [-2.107249, 1.953615, 1.704310], [-0.783466, 1.490522, 2.805530], [-2.074350, -0.239276, 1.112390], [-0.560465, -3.142969, 1.056754], [-1.341297, -2.692447, -0.124346], [-0.448688, -2.607670, 0.248734]], "forces_ev_per_angstrom": [[-0.6, -0.9, -1.7], [0.3, 0.5, 0.5], [-0.1, -1.4, -0.1], [-0.6, 2.2, 0.2], [0.1, 0.2, -1.5], [-0.1, -0.8, -0.4], [0.4, -0.6, 0.1], [-0.2, 0.9, 0.1], [-0.2, 0.6, 0.7], [0.5, 0.6, 0.2], [0.6, 0.5, 1.0], [0.2, -0.1, 0.1], [-0.5, -0.7, -0.1], [0.2, -1.4, 0.2], [0.3, -0.2, 0.7], [-0.3, -0.4, 0.3], [0.3, 0.1, -0.1], [0.1, 0.6, 0.1], [-0.2, 0.6, 0.0], [0.5, 0.3, -0.2], [0.3, 0.2, -0.2], [-0.9, -0.8, 0.4]], "lowdin_charge": [0.157, -0.064, -0.464, 0.095, -0.112, -0.200, -0.083, 0.048, 0.130, 0.168, 0.173, 0.106, 0.158, 0.180, 0.103, 0.136, 0.129, 0.124, 0.092, 0.090, 0.079, -0.043]}



No. 3
{"formula": "C4H13N2S", "method": "ωB97M-V/def2-TZVPD", "homo_lumo_gap_ha": 0.321, "e_lumo_ev": -3.3, "charge": 1, "e_above_lowest_ev": 1.2037, "smiles": "[NH3+]CCNCCS", "homo_ev": -12.013, "spin_multiplicity": 1, "elements": ["N", "C", "C", "N", "C", "C", "S", "H", "H", "H", "H", "H", "H", "H", "H", "H", "H", "H", "H", "H"], "positions_angstrom": [[-0.886261, 2.033100, 2.318313], [-0.126455, 0.832065, 2.750306], [-0.502248, -0.287721, 1.707553], [-0.886274, 0.359945, 0.475134], [0.000692, 0.277163, -0.734887], [0.116845, -1.114678, -1.251930], [1.163243, -1.216305, -2.783416], [-0.362007, 2.838584, 2.655147], [-1.824309, 2.156785, 2.712876], [-1.025629, 1.724247, 1.259336], [0.920478, 1.126374, 2.749176], [-0.336844, 0.472870, 3.755619], [0.402019, -0.880734, 1.599841], [-1.364207, -0.842548, 2.062310], [-1.830210, 0.201057, 0.166623], [0.988264, 0.628762, -0.431358], [-0.468769, 0.985833, -1.414180], [0.568849, -1.804871, -0.540339], [-0.777898, -1.601838, -1.642555], [1.962358, -0.178183, -2.504278]], "forces_ev_per_angstrom": [[-0.4, 0.2, 1.4], [-0.4, -0.8, 0.0], [0.4, 0.7, 0.3], [0.3, 0.8, -0.9], [-0.8, 0.4, 1.3], [0.9, -1.2, -1.5], [-0.2, 0.3, 0.3], [-0.1, 0.3, -0.9], [0.2, -0.4, 0.1], [0.6, 0.5, -0.4], [0.1, -0.2, -0.3], [-0.3, 0.3, 0.0], [-0.3, -0.5, -0.1], [0.3, -0.4, 0.3], [-0.3, -0.5, 0.2], [0.0, 0.2, -0.2], [0.4, -0.2, -0.4], [-0.1, 0.2, 0.2], [-0.4, 0.4, 0.5], [0.1, 0.0, 0.0]], "lowdin_charge": [0.125, -0.121, -0.158, -0.112, -0.255, -0.543, 0.724, 0.161, 0.167, 0.132, 0.128, 0.129, 0.125, 0.132, 0.135, 0.120, 0.127, 0.064, 0.070, -0.150]}



No. 4
{"formula": "C4H13N2Si", "method": "ωB97M-V/def2-TZVPD", "homo_lumo_gap_ha": 0.317, "e_lumo_ev": -4.3, "charge": 1, "e_above_lowest_ev": 4.3022, "smiles": "CN[C@@H]([SiH3])/C=[NH+]/C", "homo_ev": -12.962, "spin_multiplicity": 1, "elements": ["C", "N", "C", "Si", "C", "N", "C", "H", "H", "H", "H", "H", "H", "H", "H", "H", "H", "H", "H", "H"], "positions_angstrom": [[-1.451632, 0.423887, 0.919978], [-0.366114, -0.423351, 1.393702], [0.220028, -1.236106, 0.475967], [-0.897288, -2.399676, -0.743095], [1.059575, -0.132825, -0.531097], [1.142746, 1.008321, 0.022805], [1.482254, 2.216325, -0.680408], [-1.420930, 0.676810, -0.092384], [-2.471297, -0.057317, 1.185893], [-1.393615, 1.438506, 1.521328], [-0.443594, -0.636141, 2.328762], [0.938546, -1.963415, 0.891018], [-1.388380, -1.196807, -1.656245], [-2.092590, -3.185513, -0.363531], [0.126732, -2.990566, -1.564095], [1.144223, -0.181432, -1.540370], [0.979053, 0.985446, 1.118735], [2.193342, 2.024140, -1.613956], [2.003398, 2.828142, -0.045370], [0.635544, 2.801572, -1.027636]], "forces_ev_per_angstrom": [[-2.1, 1.0, 4.1], [-0.7, 2.2, -0.7], [1.7, -1.5, -2.8], [-0.2, 3.2, -1.2], [-2.6, -1.2, 4.7], [0.4, -0.6, 1.1], [1.2, -0.5, -3.4], [0.2, 0.0, -1.6], [1.5, 0.9, -0.7], [-0.3, -1.9, -1.2], [0.1, -1.0, 2.1], [0.0, 0.6, 0.1], [0.1, -1.3, 0.7], [0.5, 0.0, 0.4], [0.4, -0.7, -0.2], [0.7, -0.5, -3.0], [-0.2, 0.0, -2.3], [-1.6, 0.1, 2.0], [1.4, 1.5, 1.6], [-0.4, -0.4, 0.0]], "lowdin_charge": [-0.112, -0.190, -0.419, 0.752, 0.042, -0.013, -0.021, 0.037, 0.123, 0.129, 0.110, 0.108, -0.039, -0.068, -0.078, 0.099, 0.214, 0.159, 0.061, 0.106]}



No. 5
{"formula": "C4H13N3", "method": "ωB97M-V/def2-TZVPD", "homo_lumo_gap_ha": 0.218, "e_lumo_ev": -2.7, "e_above_lowest_ev": 7.6886, "homo_ev": -8.680, "spin_multiplicity": 1, "elements": ["N", "C", "C", "C", "N", "C", "N", "H", "H", "H", "H", "H", "H", "H", "H", "H", "H", "H", "H", "H"], "positions_angstrom": [[0.558747, -1.246021, -0.325718], [0.421499, 0.118556, -0.246200], [-0.715633, 0.832926, 0.544322], [-2.134284, 0.451588, 0.150851], [-2.537002, -0.974365, 0.367444], [1.762513, 0.742109, 0.300579], [2.849768, 0.127207, -0.486730], [-1.256038, -0.509358, -1.692007], [-0.074468, -1.610717, -1.046271], [0.395012, 0.501591, -1.346496], [-0.665177, 1.924934, 0.577670], [-0.557246, 0.555734, 1.595705], [-2.809146, 1.112745, 0.734261], [-2.381231, 0.961825, -0.794216], [-3.212154, -1.218611, -0.358359], [-1.716207, -1.405404, -0.024430], [1.710780, 1.820615, 0.161537], [1.812539, 0.384310, 1.344898], [2.464630, -0.802672, -0.665887], [3.761056, 0.144757, -0.056030]], "forces_ev_per_angstrom": [[-1.0, -0.1, 0.7], [2.1, 1.9, -0.5], [-1.2, -1.0, 0.8], [-1.0, 1.4, 0.6], [0.7, 1.2, -0.8], [-0.1, -1.7, 0.0], [-1.3, 0.5, -0.4], [0.5, 0.1, 0.1], [0.5, 0.2, -0.7], [-1.2, -0.3, 0.0], [0.4, -0.1, -0.6], [0.1, -0.3, -0.2], [0.3, -0.4, 0.4], [0.3, -0.9, -0.8], [-0.3, 0.1, 0.3], [0.1, -1.0, 0.5], [0.1, 0.0, 0.4], [0.0, 0.8, 0.0], [1.1, -0.1, 0.0], [-0.2, -0.3, 0.2]], "lowdin_charge": [0.117, -0.528, -0.176, -0.351, -0.001, -0.249, -0.012, 0.221, 0.004, 0.167, 0.118, 0.122, 0.115, 0.089, 0.065, -0.020, 0.104, 0.114, 0.039, 0.061]}



No. 6
{"formula": "C4H13N3", "method": "ωB97M-V/def2-TZVPD", "homo_lumo_gap_ha": 0.360, "e_lumo_ev": 0.8, "e_above_lowest_ev": 0.0000, "smiles": "N=C(N)N.CCC", "homo_ev": -9.007, "spin_multiplicity": 1, "elements": ["N", "C", "N", "N", "H", "H", "H", "H", "H", "C", "C", "C", "H", "H", "H", "H", "H", "H", "H", "H"], "positions_angstrom": [[0.069792, -2.765093, -1.024055], [-0.641866, -1.893821, -1.619450], [-0.331342, -0.560772, -1.783102], [-1.901980, -2.243777, -2.104253], [0.891835, -2.343801, -0.607080], [0.559702, -0.267596, -1.456650], [-0.781504, -0.008347, -2.473680], [-2.144464, -1.727545, -2.929742], [-1.948132, -3.240335, -2.211781], [1.871071, 1.311532, 1.318156], [0.536888, 1.333556, 2.046351], [-0.695550, 1.439392, 1.144055], [2.041036, 0.352990, 0.825868], [2.674747, 1.470607, 2.039621], [1.956735, 2.112863, 0.583505], [0.522444, 2.169770, 2.752582], [0.446335, 0.463350, 2.700892], [-1.543128, 1.822392, 1.717613], [-0.557320, 2.110233, 0.296905], [-1.025299, 0.464402, 0.784246]], "forces_ev_per_angstrom": [[-0.1, -0.1, 0.3], [-0.2, 0.1, 0.0], [-0.2, -0.5, 0.4], [0.6, 0.3, 0.1], [0.2, 0.0, -0.1], [0.4, 0.3, 0.0], [-0.2, 0.3, -0.3], [-0.3, -0.1, -0.3], [-0.2, -0.3, -0.1], [0.1, 0.0, 0.3], [-0.3, 0.4, 0.2], [-0.3, -0.3, 0.4], [0.0, 0.0, -0.1], [0.1, -0.2, -0.1], [-0.1, 0.0, -0.1], [0.1, 0.1, -0.2], [0.0, -0.1, -0.2], [0.0, 0.1, 0.0], [0.2, 0.0, 0.0], [0.2, 0.0, -0.3]], "lowdin_charge": [0.088, -0.641, 0.124, 0.103, 0.022, 0.077, 0.081, 0.074, 0.084, -0.130, -0.323, -0.129, 0.058, 0.066, 0.068, 0.095, 0.100, 0.064, 0.064, 0.054]}